Density functional theory data (ωB97M-V/def2-TZVPD) for a cluster of 2 separate species, C4H10N3 in total at a distorted geometry.

LUMO level (spin up / spin down): 1.012 / 0.960 eV
ΔE to the lowest compared entry with this formula, charge and spin: 54.2 kJ/mol
expectation value of S²: 0.753
E_HOMO (spin up / spin down): -4.21 / -8.96 eV

```
! RIJCOSX wB97M-V def2-TZVPD def2/J DEFGRID3
* xyz 0 2
N 1.15458 -1.32808 2.32588
C 0.92694 -1.52395 1.01483
N 1.96176 -1.69488 0.18714
H 2.06445 -1.34980 2.76755
H 0.34265 -1.24901 2.88337
H -0.03675 -1.50297 0.62798
H 1.82936 -1.92821 -0.79681
H 2.91194 -1.42499 0.41882
C -0.99413 1.46509 -1.85442
C 0.22303 1.41678 -1.25031
C -2.67071 1.22519 -0.29240
N -2.23015 1.87670 -1.30388
H -1.05940 1.22252 -2.89938
H 0.29966 1.83490 -0.21632
H 1.13010 1.14508 -1.84201
H -3.52174 1.62403 0.26748
H -2.33159 0.19162 -0.03752
*
```



Density functional theory data (ωB97M-V/def2-TZVPD) for a cluster of 5 separate species, C15H40FNO5Si in total at a distorted geometry.

LUMO level: 0.577 eV
SMILES string: CC(=O)N(C)CCCC[SiH2]F.CCO.CCO.CCO.CCO
E_HOMO: -8.97 eV

```
! RIJCOSX wB97M-V def2-TZVPD def2/J DEFGRID3
* xyz 0 1
C -2.78616 1.45930 2.81071
C -2.61943 2.12855 1.45044
O -3.58957 2.42091 0.82779
N -1.33359 2.36424 0.88564
C -1.08970 1.22599 -0.03850
C -0.26938 2.44741 1.89448
C 0.82553 3.41930 1.41331
C 1.77199 3.85452 2.53293
C 1.09498 4.58496 3.71917
Si 0.11320 6.12015 3.25465
F 0.72082 7.35995 4.09360
H -2.00480 0.70083 2.90670
H -2.70911 2.20891 3.59606
H -3.74368 0.95834 2.86452
H -1.25590 0.27454 0.48549
H -1.86432 1.28378 -0.79950
H -0.08607 1.26779 -0.44363
H 0.22826 1.47529 2.00434
H -0.63437 2.77712 2.86488
H 1.42884 2.84875 0.70128
H 0.41182 4.24591 0.83681
H 2.21060 2.93638 2.93998
H 2.62242 4.42363 2.15806
H 0.46699 3.86479 4.24337
H 1.87739 4.89759 4.41510
H 0.10634 6.43623 1.82099
H -1.29679 5.92621 3.65658
C 1.33615 -3.19463 0.00606
C 1.48552 -1.69468 0.15431
O 0.89267 -1.23494 1.37034
H 0.28244 -3.47501 0.02054
H 1.77917 -3.53752 -0.92892
H 1.81831 -3.71764 0.83734
H 0.98478 -1.18115 -0.66487
H 2.54272 -1.40991 0.14622
H 1.33883 -1.67789 2.10041
C -0.41937 4.86134 -3.49946
C -0.22114 4.23980 -2.12957
O 0.55870 3.04723 -2.21573
H -0.91265 4.15574 -4.16910
H -1.02481 5.76666 -3.43466
H 0.54254 5.11724 -3.95162
H -1.17897 3.96666 -1.68898
H 0.27888 4.94412 -1.45624
H 1.41374 3.28138 -2.59321
C -0.98050 -4.43685 -4.01594
C -0.50298 -3.66554 -2.80054
O 0.62318 -2.84983 -3.12495
H -0.17896 -5.06546 -4.40545
H -1.83411 -5.06912 -3.76812
H -1.27303 -3.75294 -4.81689
H -0.19360 -4.34973 -2.01418
H -1.30086 -3.02603 -2.40738
H 0.35026 -2.23502 -3.81473
C 1.37820 -7.13663 -0.22341
C -0.03752 -7.67910 -0.16247
O -0.58786 -7.82390 -1.46966
H 1.39276 -6.17075 -0.73051
H 1.79375 -7.01472 0.77840
H 2.02651 -7.80845 -0.79120
H -0.68570 -6.99685 0.38603
H -0.05698 -8.65139 0.34082
H -0.02640 -8.43586 -1.95792
*
```



Density functional theory data (ωB97M-V/def2-TZVPD) for a cluster of 3 separate species, C19H49N2OP in total.

LUMO level: 0.751 eV
SMILES string: CCCCO[PH3]CCC.CCN(CC)CC.CCN(CC)CC
ΔE to the lowest compared entry with this formula, charge and spin: 0.0 kJ/mol
E_HOMO: -7.99 eV

```
! RIJCOSX wB97M-V def2-TZVPD def2/J DEFGRID3
* xyz 0 1
C 2.13173 3.16933 1.37695
C 1.11550 3.73986 0.37301
C -0.31198 3.73770 0.91635
C -0.98191 2.36644 1.00362
O -1.63322 1.95917 -0.18057
P -0.70130 1.45777 -1.54053
C 0.33419 0.85125 -3.01317
C 1.31306 1.87286 -3.58787
C 0.64360 3.09560 -4.23258
H 2.90330 2.59190 0.86377
H 1.66978 2.51516 2.11492
H 2.64917 3.98667 1.87818
H 1.19067 3.20280 -0.57338
H 1.39390 4.77019 0.14005
H -0.28024 4.15613 1.92765
H -0.96408 4.38505 0.32584
H -0.25298 1.60337 1.31579
H -1.74862 2.39432 1.77900
H 0.35315 1.09805 -0.67095
H -1.72534 0.55292 -1.85342
H -0.78843 2.75709 -2.06215
H -0.31299 0.44856 -3.79907
H 0.91250 0.00148 -2.62913
H 1.93068 1.37759 -4.34124
H 2.01350 2.19724 -2.81073
H 1.24434 3.47802 -5.05649
H -0.34850 2.84392 -4.60955
H 0.53017 3.91743 -3.52538
C -2.92282 -0.91101 0.79348
C -3.86827 -2.10129 0.82073
N -5.22844 -1.73445 1.17560
C -6.07947 -2.87496 1.45956
C -6.39235 -3.85021 0.31715
C -5.82214 -0.67796 0.37266
C -5.91205 -0.89318 -1.14464
H -2.93500 -0.38160 1.74727
H -1.90292 -1.25405 0.60662
H -3.17169 -0.19852 0.00940
H -3.52389 -2.81570 1.57401
H -3.80372 -2.62393 -0.14829
H -7.01884 -2.49554 1.87131
H -5.60273 -3.43525 2.26995
H -7.10826 -3.43645 -0.39207
H -6.82947 -4.76370 0.72507
H -5.49411 -4.13457 -0.23203
H -5.25741 0.23850 0.55485
H -6.82082 -0.48748 0.77388
H -4.98556 -1.30367 -1.54937
H -6.08935 0.06262 -1.64120
H -6.72604 -1.56124 -1.42286
C 4.41880 -0.48025 3.32662
C 3.77731 -0.96081 2.03467
N 4.48018 -0.51961 0.84213
C 3.72986 -0.76996 -0.37674
C 3.43183 -2.22498 -0.76296
C 5.89731 -0.84031 0.79171
C 6.30757 -2.31612 0.89392
H 4.51122 0.60677 3.33068
H 3.79982 -0.77588 4.17442
H 5.40868 -0.91030 3.48163
H 2.76260 -0.55503 1.98332
H 3.67058 -2.05669 2.07297
H 4.25070 -0.28418 -1.20681
H 2.77492 -0.24104 -0.27652
H 4.30970 -2.73270 -1.15985
H 2.66591 -2.24651 -1.54107
H 3.05519 -2.80311 0.08106
H 6.39203 -0.29084 1.59533
H 6.29263 -0.41469 -0.13393
H 5.75514 -2.83636 1.67781
H 7.36834 -2.38631 1.14126
H 6.15539 -2.85534 -0.03964
*
```



Density functional theory data (ωB97M-V/def2-TZVPD) for a structure of composition C2H6ClN2P at a distorted geometry.

LUMO level: 0.301 eV
ΔE to the lowest compared entry with this formula, charge and spin: 191.7 kJ/mol
E_HOMO: -8.22 eV

```
! RIJCOSX wB97M-V def2-TZVPD def2/J DEFGRID3
* xyz 0 1
C -0.51928 0.29930 -0.14376
C 1.04765 0.50227 0.15522
N -0.70028 -1.10332 -0.53199
N 1.59536 -0.58517 0.91988
P 0.14042 -2.23622 0.40249
Cl 3.11120 -1.08783 0.42782
H -1.07745 0.34133 0.83862
H -0.87356 1.09848 -0.83141
H 1.65838 0.85962 -0.72884
H 1.02303 1.27739 0.84598
H -0.68623 -1.38989 -1.47992
H -0.38832 -1.70679 1.54720
*
```



Density functional theory data (ωB97M-V/def2-TZVPD) for a cluster of 13 separate species, H24O16S in total at a distorted geometry.

LUMO level: 5.128 eV
ΔE to the lowest compared entry with this formula, charge and spin: 496.4 kJ/mol
E_HOMO: -4.45 eV

```
! RIJCOSX wB97M-V def2-TZVPD def2/J DEFGRID3
* xyz -2 1
S 47.33200 9.72400 18.77700
O 46.01600 10.13100 18.26900
O 47.22400 9.11400 20.08900
O 47.79100 8.76700 17.84400
O 48.22600 10.85100 18.94800
O 45.88000 12.00600 16.50500
H 45.04000 12.29900 16.17700
H 45.73800 11.18200 17.00500
O 45.53200 9.00200 22.22700
H 46.11300 9.12600 21.42100
H 44.65600 8.76100 21.83500
O 48.49800 12.63500 20.82700
H 48.47200 12.10800 20.05300
H 47.58800 12.79100 20.68100
O 44.47700 11.64300 19.78700
H 44.78700 10.88000 19.13400
H 45.18900 12.25200 19.81000
O 50.65200 10.08400 19.80700
H 49.85500 10.69000 19.46300
H 50.61500 9.56600 19.22200
O 49.55100 12.40600 17.33000
H 48.93300 12.85900 16.72200
H 49.17900 11.76200 17.96300
O 44.10900 9.25300 17.09100
H 44.80700 9.47900 17.64300
H 43.38200 9.89600 17.40300
O 47.12900 6.17500 17.51700
H 47.24500 7.22600 17.70400
H 47.09400 5.86400 18.43400
O 47.66900 6.17600 20.42600
H 47.54900 7.02900 20.49100
H 48.67400 6.01500 20.46000
O 48.51100 8.21700 15.46500
H 48.31900 8.36000 16.45100
H 49.11300 8.99600 15.23200
O 48.69300 8.70500 22.14900
H 49.62400 8.62200 21.80100
H 48.06400 8.78500 21.44300
O 50.46000 8.30600 17.85900
H 50.49800 7.43400 18.34500
H 49.55200 8.30600 17.63400
*
```



Density functional theory data (ωB97M-V/def2-TZVPD) for the ion C6H14P with charge +1.

LUMO level: -3.009 eV
ΔE to the lowest compared entry with this formula, charge and spin: 0.0 kJ/mol
E_HOMO: -14.31 eV

```
! RIJCOSX wB97M-V def2-TZVPD def2/J DEFGRID3
* xyz 1 1
C 0.99262 -1.06621 1.18934
C 0.15462 -1.00168 0.15408
C 1.51680 -2.32219 1.76289
C 0.86478 1.40478 -1.42764
C -1.79638 0.16525 -1.66235
C -1.05617 1.64236 0.78151
P -0.44743 0.54273 -0.52202
H 1.33270 -0.15519 1.66809
H -0.19817 -1.89652 -0.34125
H 1.25510 -2.38243 2.81848
H 2.60512 -2.32319 1.71200
H 1.13222 -3.19658 1.24609
H 0.47691 2.33268 -1.84622
H 1.23034 0.76890 -2.23305
H 1.68943 1.62973 -0.75232
H -2.18094 1.08584 -2.09998
H -2.59876 -0.34138 -1.12672
H -1.43089 -0.48385 -2.45783
H -1.43156 2.56285 0.33585
H -0.25052 1.88395 1.47324
H -1.85980 1.15015 1.32782
*
```



Please write out number 5 again, unchanged.
Density functional theory data (ωB97M-V/def2-TZVPD) for a cluster of 13 separate species, H24O16S in total at a distorted geometry.

LUMO level: 5.128 eV
ΔE to the lowest compared entry with this formula, charge and spin: 496.4 kJ/mol
E_HOMO: -4.45 eV

```
! RIJCOSX wB97M-V def2-TZVPD def2/J DEFGRID3
* xyz -2 1
S 47.33200 9.72400 18.77700
O 46.01600 10.13100 18.26900
O 47.22400 9.11400 20.08900
O 47.79100 8.76700 17.84400
O 48.22600 10.85100 18.94800
O 45.88000 12.00600 16.50500
H 45.04000 12.29900 16.17700
H 45.73800 11.18200 17.00500
O 45.53200 9.00200 22.22700
H 46.11300 9.12600 21.42100
H 44.65600 8.76100 21.83500
O 48.49800 12.63500 20.82700
H 48.47200 12.10800 20.05300
H 47.58800 12.79100 20.68100
O 44.47700 11.64300 19.78700
H 44.78700 10.88000 19.13400
H 45.18900 12.25200 19.81000
O 50.65200 10.08400 19.80700
H 49.85500 10.69000 19.46300
H 50.61500 9.56600 19.22200
O 49.55100 12.40600 17.33000
H 48.93300 12.85900 16.72200
H 49.17900 11.76200 17.96300
O 44.10900 9.25300 17.09100
H 44.80700 9.47900 17.64300
H 43.38200 9.89600 17.40300
O 47.12900 6.17500 17.51700
H 47.24500 7.22600 17.70400
H 47.09400 5.86400 18.43400
O 47.66900 6.17600 20.42600
H 47.54900 7.02900 20.49100
H 48.67400 6.01500 20.46000
O 48.51100 8.21700 15.46500
H 48.31900 8.36000 16.45100
H 49.11300 8.99600 15.23200
O 48.69300 8.70500 22.14900
H 49.62400 8.62200 21.80100
H 48.06400 8.78500 21.44300
O 50.46000 8.30600 17.85900
H 50.49800 7.43400 18.34500
H 49.55200 8.30600 17.63400
*
```